Entry from the OMol25 dataset: a cluster of 2 separate species, C21H26NO in total (ωB97M-V/def2-TZVPD).

Each line ends with the Mulliken charge.
CARTESIAN COORDINATES (ANGSTROEM)
C1 2.279 0.606 2.848  -0.640
O1 0.930 0.947 2.475  -0.257
C2 -0.005 0.045 2.417  -0.328
C3 -1.343 0.383 2.793  0.960
C4 -2.263 -0.666 3.018  -0.254
C5 -3.613 -0.382 3.159  -0.623
C6 -4.051 0.950 3.160  -0.388
C7 -3.123 2.000 3.077  -0.546
C8 -1.774 1.734 2.908  -0.495
H1 2.782 1.565 2.977  0.283
H2 2.292 0.045 3.791  0.347
H3 2.755 0.017 2.054  0.264
H4 0.293 -1.007 2.293  0.459
H5 -1.876 -1.685 3.016  0.352
H6 -4.335 -1.197 3.251  0.451
H7 -5.117 1.165 3.225  0.422
H8 -3.468 3.035 3.136  0.414
H9 -1.026 2.523 2.837  0.443
C9 -3.197 -3.012 0.375  -0.519
C10 -3.568 -1.700 0.047  -0.648
C11 -2.604 -0.777 -0.336  -0.486
C12 -1.237 -1.146 -0.413  1.007
C13 -0.228 -0.164 -0.713  -0.979
C14 1.060 -0.482 -1.102  0.046
N1 1.822 0.187 -1.993  0.297
C15 3.156 -0.348 -2.268  -0.611
C16 4.133 0.705 -2.776  -0.756
C17 3.559 1.540 -3.916  -0.656
C18 2.180 2.094 -3.573  -0.778
C19 1.212 1.065 -2.982  -0.499
C20 -0.896 -2.500 -0.172  -0.235
C21 -1.859 -3.407 0.256  -0.771
H10 -3.951 -3.724 0.714  0.395
H11 -4.610 -1.389 0.132  0.448
H12 -2.879 0.258 -0.551  0.416
H13 -0.557 0.877 -0.776  0.296
H14 1.567 -1.326 -0.622  0.266
H15 3.530 -0.786 -1.334  0.376
H16 3.087 -1.162 -3.011  0.303
H17 4.408 1.360 -1.942  0.319
H18 5.044 0.192 -3.097  0.356
H19 4.238 2.374 -4.120  0.309
H20 3.503 0.931 -4.826  0.332
H21 2.290 2.914 -2.855  0.336
H22 1.717 2.519 -4.468  0.342
H23 0.793 0.470 -3.817  0.284
H24 0.368 1.586 -2.517  0.284
H25 0.144 -2.805 -0.290  0.271
H26 -1.561 -4.427 0.508  0.391

Calculated values
* Kohn-Sham gap: 4.7 eV
* E_LUMO: -4.986 eV
* total charge: +1



Entry from the OMol25 dataset: a structure of composition C43H66N5O4ReS (ωB97M-V/def2-TZVPD).

Each line ends with the Mulliken charge.
CARTESIAN COORDINATES (ANGSTROEM)
Re1 0.007 -0.031 0.260  0.262
C1 -0.050 0.498 2.465  -0.475
C2 1.346 0.600 2.114  0.108
C3 1.758 -0.730 1.709  0.077
C4 0.594 -1.572 1.834  -0.798
C5 -0.499 -0.852 2.389  0.472
C6 -1.739 -1.454 3.057  2.485
C7 -1.414 -2.907 3.430  -1.994
C8 -2.001 -0.644 4.335  -1.783
C9 -2.995 -1.443 2.189  -2.364
C10 3.143 -1.327 1.392  2.428
C11 3.831 -0.723 0.156  -1.564
C12 3.036 -2.847 1.194  -1.931
C13 4.036 -1.148 2.635  -1.909
C14 2.123 1.880 2.454  2.064
C15 1.213 3.115 2.465  -1.897
C16 2.603 1.687 3.910  -1.553
C17 3.288 2.203 1.518  -2.067
H1 -0.633 1.305 2.880  0.454
H2 0.585 -2.636 1.660  0.877
H3 -0.508 -2.984 4.032  0.411
H4 -1.309 -3.539 2.547  0.385
H5 -2.235 -3.316 4.018  0.459
H6 -1.111 -0.562 4.960  0.409
H7 -2.769 -1.144 4.923  0.426
H8 -2.366 0.360 4.112  0.380
H9 -2.889 -2.037 1.282  0.283
H10 -3.289 -0.423 1.937  0.176
H11 -3.816 -1.883 2.755  0.839
H12 3.520 -1.230 -0.755  0.191
H13 4.907 -0.869 0.243  0.555
H14 3.651 0.344 0.036  0.092
H15 2.387 -3.134 0.367  0.282
H16 2.694 -3.357 2.095  0.414
H17 4.028 -3.233 0.964  0.477
H18 4.395 -0.134 2.763  0.309
H19 4.911 -1.788 2.519  0.560
H20 3.525 -1.459 3.547  0.429
H21 0.390 3.046 3.175  0.442
H22 0.828 3.345 1.474  0.413
H23 1.811 3.972 2.772  0.521
H24 1.755 1.536 4.581  0.340
H25 3.119 2.592 4.230  0.486
H26 3.285 0.853 4.030  0.284
H27 2.944 2.342 0.489  0.224
H28 4.075 1.458 1.521  0.363
H29 3.737 3.142 1.838  0.602
C18 1.807 -2.716 -6.037  -1.566
C19 2.656 -1.617 -5.376  1.765
C20 4.070 -2.153 -5.085  -1.547
C21 2.752 -0.418 -6.318  -2.035
C22 2.024 -1.251 -4.049  0.068
C23 1.795 -2.232 -3.075  -0.701
C24 1.252 -1.888 -1.865  -1.408
N1 0.898 -0.622 -1.559  0.626
C25 1.073 0.339 -2.495  0.228
C26 1.640 0.051 -3.721  -0.350
C27 0.574 1.679 -2.116  -0.489
C28 0.630 2.776 -2.944  -0.097
C29 0.106 4.015 -2.547  0.258
C30 -0.484 4.059 -1.284  -0.648
C31 -0.512 2.933 -0.493  -2.134
N2 0.013 1.757 -0.877  0.475
C32 0.204 5.216 -3.466  1.545
C33 1.697 5.508 -3.702  -1.506
C34 -0.477 4.872 -4.801  -1.506
C35 -0.463 6.451 -2.862  -2.122
H30 2.240 -2.959 -7.007  0.468
H31 0.781 -2.388 -6.203  0.377
H32 1.789 -3.635 -5.452  0.358
H33 4.546 -2.423 -6.026  0.452
H34 4.048 -3.045 -4.460  0.392
H35 4.692 -1.400 -4.598  0.363
H36 3.199 -0.741 -7.257  0.427
H37 3.391 0.372 -5.917  0.438
H38 1.771 -0.002 -6.556  0.449
H39 2.049 -3.266 -3.255  0.649
H40 1.076 -2.631 -1.100  0.580
H41 1.772 0.840 -4.444  0.744
H42 1.084 2.684 -3.918  0.653
H43 -0.919 4.971 -0.902  0.692
H44 -0.963 2.960 0.488  1.253
H45 2.208 4.679 -4.192  0.361
H46 2.213 5.732 -2.768  0.371
H47 1.788 6.377 -4.351  0.456
H48 0.009 4.043 -5.317  0.340
H49 -0.422 5.738 -5.459  0.469
H50 -1.531 4.626 -4.662  0.367
H51 0.026 6.772 -1.942  0.422
H52 -1.524 6.291 -2.665  0.436
H53 -0.389 7.275 -3.569  0.447
C36 -7.439 -4.236 1.514  -1.220
C37 -7.255 -2.742 1.266  -0.382
S1 -6.225 -2.492 -0.150  1.017
O1 -4.855 -2.849 0.175  -0.572
O2 -6.838 -3.069 -1.308  -0.627
C38 -6.201 -0.708 -0.388  -0.732
C39 -5.328 -0.297 -1.575  -1.232
N3 -3.893 -0.642 -1.419  0.571
C40 -3.025 0.058 -0.678  0.564
N4 -1.826 -0.554 -0.655  0.203
C41 -1.958 -1.706 -1.410  -1.005
C42 -3.216 -1.748 -1.884  -0.452
N5 -3.711 -2.752 -2.810  1.179
O3 -3.017 -3.738 -2.898  -0.601
O4 -4.719 -2.505 -3.422  -0.573
C43 -3.362 1.335 -0.002  -1.587
H54 -8.056 -4.371 2.401  0.411
H55 -6.482 -4.728 1.680  0.323
H56 -7.937 -4.706 0.670  0.353
H57 -6.771 -2.241 2.106  0.338
H58 -8.205 -2.252 1.049  0.414
H59 -5.900 -0.241 0.550  0.416
H60 -7.220 -0.399 -0.621  0.687
H61 -5.370 0.784 -1.707  0.442
H62 -5.676 -0.764 -2.492  0.529
H63 -1.180 -2.424 -1.580  1.118
H64 -3.406 2.156 -0.720  0.445
H65 -2.615 1.565 0.755  -0.010
H66 -4.325 1.273 0.502  0.518

Calculated values
* 2S+1: 4
* Kohn-Sham gap (alpha / beta): 8.2 / 6.6 eV
* E_LUMO (alpha / beta): -8.772 / -10.457 eV
* total charge: +3
* <S²>: 3.78



Computed energy relative to the best compared isomer or geometry (same formula, charge and spin), in the same sequence as the records: 222.5; 31.5 kJ/mol.